# 1
DFT (ωB97M-V/def2-TZVPD) results for a cluster of 2 separate species, C8H14O2Si in total at a distorted geometry.

Computed properties:
SMILES: C1=C[C@H]2CC[C@@H]1C2.C[Si](=O)O
HOMO energy, Eh: -0.3487
LUMO, hartree: 0.0080
Gap between HOMO and LUMO, eV: 9.71

Each line ends with the Mulliken charge.
Atoms and positions in Å:
H1 -4.39 2.19 0.43  0.34
H2 -3.33 2.16 -1.09  0.30
H3 0.77 -2.66 0.24  0.53
H4 1.15 1.44 0.99  0.36
C1 0.89 -1.68 -0.09  -0.49
O1 -2.87 -1.22 -0.38  -0.39
H5 -2.55 1.78 0.40  0.26
C2 0.65 0.67 0.35  -0.17
C3 -3.53 1.78 -0.02  -0.99
C4 1.37 0.40 -0.92  0.05
C5 0.92 -0.99 -1.24  -0.98
C6 2.87 0.18 -0.44  -0.95
C7 2.68 -0.52 0.99  -0.77
H6 3.24 1.11 -0.38  0.48
C8 1.17 -0.67 1.03  -0.39
H7 3.53 -0.31 -1.19  0.31
Si1 -4.07 -0.14 -0.06  0.59
H8 0.83 -0.82 1.96  0.76
H9 3.24 -1.54 0.83  0.30
O2 -5.39 -0.70 0.39  -0.54
H10 3.23 0.12 1.64  0.35
H11 -0.48 0.84 0.41  -0.38
H12 0.65 -1.50 -2.12  0.48
H13 -2.01 -1.14 -0.13  0.39
H14 1.44 1.21 -1.60  0.56


# 2
DFT (ωB97M-V/def2-TZVPD) results for a structure of composition C8H11O3 at a distorted geometry.

Computed properties:
HOMO energy (spin up / spin down), Eh: -0.2591 / -0.3346
LUMO (spin up / spin down), hartree: 0.0213 / -0.0101
2S+1: 2
Gap between HOMO and LUMO (spin up / spin down), eV: 7.63 / 8.83

Each line ends with the Mulliken spin population.
Atoms and positions in Å:
O1 1.19 -0.56 -1.37  0.03
C1 1.06 0.50 0.82  0.14
H1 -0.77 -2.18 0.59  0.02
O2 1.28 -0.68 1.46  0.00
H2 -0.42 -2.98 -1.00  0.04
H3 1.40 1.41 1.36  0.00
H4 0.56 -0.71 2.16  0.01
H5 2.02 2.06 -1.70  -0.01
H6 -0.60 1.84 1.33  0.01
C2 -1.27 -0.18 -1.20  0.03
H7 -1.87 -0.33 -2.13  0.04
C3 1.01 1.82 -1.30  0.01
H8 0.67 2.64 -0.62  0.00
C4 -0.11 -0.93 -0.97  0.59
H9 0.31 1.72 -2.16  0.00
O3 -1.09 -0.04 2.11  0.09
C5 -0.09 -2.21 -0.28  0.01
C6 -1.66 0.65 -0.17  0.01
C7 -0.98 0.78 1.15  0.07
H10 0.93 -2.43 0.04  0.00
C8 1.06 0.56 -0.57  -0.09
H11 -2.66 1.11 -0.12  -0.01


# 3
DFT (ωB97M-V/def2-TZVPD) results for a structure of composition C14H48AgF2NO18S2Y at a distorted geometry.

Computed properties:
HOMO energy (spin up / spin down), Eh: -0.4317 / -0.4312
Total charge: +1
LUMO (spin up / spin down), hartree: -0.1415 / -0.2949
2S+1: 3
Gap between HOMO and LUMO (spin up / spin down), eV: 7.90 / 3.71

Each line ends with the Mulliken spin population.
Atoms and positions in Å:
H1 0.97 -3.02 2.67  0.00
O1 4.50 -1.29 1.27  0.00
H2 5.17 -0.31 -2.50  0.00
S1 0.60 4.48 -0.79  0.00
H3 -3.16 -2.09 2.93  0.00
H4 -3.12 -0.35 -1.84  0.00
H5 -4.33 -2.34 -1.81  0.00
O2 -0.71 5.05 -0.68  0.00
H6 -1.05 -0.70 -3.85  0.00
H7 -1.91 0.82 4.90  0.00
C1 -0.22 -4.21 1.57  0.01
H8 4.01 -2.26 3.13  0.00
H9 2.92 0.02 4.41  0.08
H10 -1.33 -4.32 -2.02  0.00
H11 -0.39 0.91 -3.88  0.00
F1 2.50 5.11 2.27  0.00
H12 -4.10 -0.56 -3.21  0.00
O3 3.43 2.03 1.99  0.50
C2 2.62 1.06 4.29  0.01
O4 2.75 6.11 0.22  0.00
O5 0.93 -3.94 2.38  0.00
H13 -3.34 1.32 3.89  0.00
C3 -4.38 1.97 0.85  0.00
O6 4.57 -0.51 -1.77  0.00
Ag1 4.12 0.68 0.19  0.06
C4 -1.73 -3.32 -2.23  0.00
H14 4.65 1.38 3.49  0.02
C5 -2.79 0.49 4.34  0.00
C6 2.48 2.33 -4.00  0.00
Y1 1.00 2.08 1.75  -0.05
H15 2.00 1.58 -3.38  0.00
S2 1.64 5.52 0.92  0.00
N1 1.17 3.90 0.48  0.00
C7 -0.73 -0.11 0.32  0.00
O7 0.63 6.45 1.42  0.00
H16 -4.04 -3.88 1.04  0.00
H17 3.45 -3.03 1.67  0.00
O8 -1.00 1.08 1.09  0.61
H18 2.67 -1.60 2.05  -0.01
H19 2.25 3.33 -3.62  0.00
H20 -1.60 -0.08 -0.34  0.07
H21 2.01 2.03 -4.94  0.00
H22 -0.95 -0.98 0.94  0.11
H23 -3.00 -4.12 -3.43  0.00
H24 -2.64 1.89 0.27  0.00
C8 3.66 -2.05 2.12  0.00
O9 -3.37 2.43 -0.01  0.01
O10 -3.04 -3.62 -2.61  0.00
H25 -0.19 -5.15 1.03  0.00
H26 -0.24 0.77 -6.16  0.00
H27 -4.53 -2.23 1.38  0.00
C9 -4.16 -0.48 -2.13  0.00
H28 0.93 -1.31 -0.36  0.01
H29 0.58 0.08 -1.44  0.08
O11 -2.55 -0.47 3.27  0.00
H30 -1.61 -2.69 -1.35  0.00
C10 -3.71 -2.94 1.48  0.00
H31 2.96 -1.26 -2.81  0.00
H32 -5.31 2.28 0.37  0.00
H33 -3.46 -0.02 5.03  0.00
H34 3.21 -1.95 -1.24  0.00
H35 3.86 2.85 3.81  0.11
H36 4.06 1.68 -5.00  0.00
H37 4.32 -2.44 -2.55  0.00
O12 -0.28 -0.09 -5.74  0.00
C11 3.67 1.86 3.39  -0.03
H38 -2.14 -0.02 2.53  -0.01
O13 1.79 0.50 0.06  0.19
H39 -1.10 -4.11 2.21  0.00
O14 -3.41 -3.01 2.82  0.00
F2 0.11 3.03 -1.31  0.00
H40 -2.86 -2.50 0.94  0.00
H41 2.66 1.41 5.32  0.02
O15 -4.82 -1.59 -1.48  0.00
H42 -4.67 0.45 -1.88  0.00
C12 3.74 -1.62 -2.14  0.00
O16 1.52 4.87 -1.86  0.00
H43 -1.97 0.48 -4.69  0.00
C13 -0.94 0.18 -4.48  0.00
O17 3.85 1.99 -4.12  0.00
H44 -0.44 -3.37 0.92  0.00
H45 -1.18 -2.91 -3.08  0.00
H46 -4.31 2.51 1.79  0.00
H47 5.27 -1.84 1.14  0.00
H48 -4.36 0.88 0.86  0.00
C14 0.70 -0.24 -0.40  -0.03
O18 1.28 1.07 3.89  0.24


# 4
DFT (ωB97M-V/def2-TZVPD) results for an isolated molecule of C10H12ClP at a distorted geometry.

Computed properties:
HOMO energy (spin up / spin down), Eh: -0.2859 / -0.2597
LUMO (spin up / spin down), hartree: -0.0037 / -0.0299
Gap between HOMO and LUMO (spin up / spin down), eV: 7.68 / 6.26

Each line ends with the Mulliken charge.
Atoms and positions in Å:
H1 -3.00 2.11 -1.61  0.30
H2 -1.22 -0.76 2.00  0.35
C1 -2.54 1.41 -0.85  -0.42
H3 3.56 -0.24 1.01  0.38
H4 -0.96 2.73 -0.59  0.44
H5 0.18 -1.85 -0.11  0.23
H6 -3.17 -1.27 1.21  0.34
H7 0.34 -0.97 -1.61  0.29
C2 -0.77 0.95 0.73  0.25
C3 -1.33 1.76 -0.30  -0.30
C4 3.12 -1.10 0.49  -1.21
H8 3.89 -1.54 -0.14  0.30
Cl1 3.10 1.89 -0.30  -0.17
P1 0.83 1.33 1.50  -0.09
C5 1.73 0.84 -0.20  -0.21
C6 0.96 -1.49 -0.83  -1.25
C7 1.92 -0.55 -0.17  0.63
C8 -1.51 -0.13 1.14  -0.29
H9 2.85 -1.91 1.23  0.28
H10 -4.27 0.13 -0.61  0.38
H11 0.99 1.15 -1.01  0.27
C9 -3.26 0.34 -0.38  -0.49
C10 -2.78 -0.43 0.63  -0.45
H12 1.36 -2.40 -1.22  0.43


# 5
DFT (ωB97M-V/def2-TZVPD) results for an isolated molecule of C18H26N4O2.

Computed properties:
SMILES: CCC(CC)NC(=O)Cn1c([C@@H](C)NC(C)=O)nc2ccccc21
HOMO energy, Eh: -0.3095
LUMO, hartree: 0.0237
Gap between HOMO and LUMO, eV: 9.07

Each line ends with the Mulliken charge.
Atoms and positions in Å:
H1 -0.79 -3.52 -3.57  0.41
H2 -1.63 -1.97 -3.41  0.33
N1 -0.72 -3.05 -1.01  -0.19
C1 1.71 0.77 1.25  0.59
H3 4.18 1.01 -0.75  0.38
H4 0.90 1.46 -2.55  0.19
H5 -2.09 -3.98 1.16  0.40
O1 0.81 -1.55 -1.67  -0.69
H6 2.38 3.31 -3.32  0.30
O2 2.21 1.64 1.93  -0.70
H7 1.31 -0.05 -0.59  0.20
C2 1.54 3.52 -2.67  -1.47
C3 -1.19 1.76 2.18  -0.81
C4 -1.03 -1.53 0.82  0.14
H8 0.02 -2.01 -4.05  0.37
C5 -3.52 2.08 1.58  -0.43
C6 -0.66 -2.47 -3.34  -1.51
C7 -0.43 -2.84 0.40  0.45
C8 -2.33 2.54 2.15  -0.78
H9 2.80 -0.47 -2.31  0.10
H10 2.93 0.80 -3.53  0.25
H11 4.38 0.01 -2.94  0.41
H12 0.66 -2.80 0.50  0.35
C9 -1.00 -3.98 1.23  -1.83
N2 -2.28 -1.24 0.55  -0.80
C10 1.00 -0.44 1.90  -0.75
N3 -0.37 -0.52 1.46  0.42
H13 2.43 2.65 -0.18  0.62
H14 1.03 -0.30 2.99  0.32
H15 -2.30 3.53 2.58  0.41
C11 2.22 1.83 -0.89  -0.38
H16 4.04 2.30 -1.94  0.45
C12 3.54 1.41 -1.54  -0.84
C13 -1.28 0.50 1.61  0.79
H17 -4.53 0.47 0.57  0.45
H18 0.71 3.86 -3.29  0.41
H19 1.81 4.33 -1.99  0.34
C14 -3.62 0.83 1.01  -0.81
H20 -0.62 -4.93 0.87  0.46
H21 -0.27 2.12 2.61  0.45
C15 -2.48 0.03 1.03  0.35
H22 -4.38 2.73 1.58  0.39
N4 1.68 0.75 -0.08  0.33
H23 -0.72 -3.87 2.27  0.36
H24 0.23 2.51 -1.30  0.44
H25 1.53 -1.35 1.64  0.44
C16 3.40 0.37 -2.65  -0.95
C17 1.14 2.29 -1.87  -0.33
H26 -1.62 -3.47 -1.21  0.33
C18 -0.12 -2.29 -1.94  0.64


# 6
DFT (ωB97M-V/def2-TZVPD) results for a cluster of 3 separate species, C26H51N6O5 in total at a distorted geometry.

Computed properties:
HOMO energy, Eh: -0.3590
Total charge: +1
LUMO, hartree: -0.1306
Gap between HOMO and LUMO, eV: 6.22

Each line ends with the Mulliken charge.
Atoms and positions in Å:
C1 0.77 -0.05 2.16  -0.25
C2 -0.68 -0.17 5.22  -0.65
C3 -0.88 -0.86 0.54  -1.14
C4 3.28 -2.72 5.59  -0.77
H1 7.69 -5.55 7.03  0.36
N1 -5.71 3.89 -3.16  -0.59
O1 -2.72 0.78 0.78  -0.44
H2 -2.33 1.83 -2.36  0.58
H3 -0.81 1.31 0.16  0.31
H4 -2.51 0.74 2.85  0.25
H5 1.64 -0.41 1.61  0.42
C5 -1.51 0.47 0.11  0.49
N2 -0.36 -0.95 1.90  -0.23
C6 -1.85 3.87 -1.91  -0.71
N3 4.43 -4.79 6.24  -0.33
C7 -1.71 2.96 -4.09  -0.13
H6 -1.33 0.46 5.82  0.26
H7 -0.02 -0.73 5.90  0.28
H8 6.87 -3.47 4.42  0.27
H9 -4.19 4.44 -5.24  0.38
H10 7.17 -3.95 6.55  0.34
C8 -2.56 1.46 2.02  -0.62
H11 -4.98 1.60 -5.93  0.41
H12 5.29 -2.85 6.26  0.20
H13 -5.30 3.84 -6.54  0.44
N4 -1.70 -0.55 -5.51  0.19
C9 -4.93 3.69 -5.52  -0.78
H14 0.04 -0.39 -6.80  0.48
H15 -2.05 3.71 -0.85  0.47
H16 -4.70 3.78 -3.14  0.13
H17 4.08 -3.18 7.52  0.40
H18 -1.14 -1.31 -5.12  0.41
C10 -6.16 3.73 -4.57  -0.64
H19 3.14 -4.63 3.66  0.34
H20 5.51 -5.27 7.96  0.40
H21 -1.64 -1.64 0.45  0.43
H22 -1.09 4.44 -5.54  0.45
H23 -3.44 2.08 2.18  0.31
H24 3.16 -1.67 5.88  0.39
O2 3.71 -2.72 4.23  -0.34
N5 -1.45 5.07 -2.26  -0.57
C11 -0.41 1.40 -5.69  0.23
H25 -6.67 2.76 -4.67  0.30
H26 7.53 -4.60 3.23  0.31
C12 1.09 -0.01 3.64  -0.45
C13 -2.00 2.78 -2.75  -0.54
H27 4.49 -4.96 5.25  0.07
H28 3.25 -3.42 2.37  0.22
C14 -4.30 2.27 -5.39  -0.82
H29 -3.01 1.57 -6.96  0.55
H30 -0.08 -1.11 -0.16  0.42
C15 6.97 -5.02 6.41  -0.48
H31 -1.67 2.10 2.03  0.29
C16 2.95 -3.59 3.40  -0.79
C17 -1.22 5.21 -3.55  -0.67
H32 -4.25 2.04 -4.32  0.46
O3 7.27 -5.41 5.08  -0.42
C18 1.17 1.70 -4.08  0.57
H33 -2.54 -1.04 -5.83  0.41
C19 5.58 -5.43 6.88  -0.69
H34 -0.08 2.21 -6.35  0.51
C20 4.34 -3.35 6.48  -0.27
H35 -6.07 3.14 -2.60  0.29
H36 -1.36 0.40 -7.48  0.31
H37 -0.88 6.19 -3.89  0.38
H38 -3.16 0.31 -4.06  0.30
C21 6.84 -4.51 4.07  -0.52
H39 1.28 -1.01 4.04  0.08
C22 -0.87 0.16 -6.53  -1.00
H40 -1.29 -0.88 4.65  0.30
H41 -2.71 3.23 -6.49  0.48
H42 0.55 0.97 1.84  0.15
N6 1.53 2.35 -3.18  -0.46
H43 -1.53 0.20 -3.56  0.59
H44 -6.80 4.58 -4.83  0.38
H45 -1.79 0.36 -0.95  -0.23
H46 -1.11 -0.73 2.54  0.05
H47 1.88 -3.37 3.49  0.37
O4 0.07 0.67 4.36  -0.39
H48 2.31 -3.21 5.72  0.39
C23 -2.90 2.23 -6.09  -0.94
C24 -2.15 0.43 -4.44  -1.93
C25 -1.32 4.22 -4.50  -0.36
H49 2.01 0.57 3.78  0.43
H50 5.47 -6.50 6.72  0.37
O5 0.52 0.80 -4.80  -0.34
C26 -1.80 1.80 -5.09  1.71
H51 5.84 -4.76 3.72  0.16


# 7
DFT (ωB97M-V/def2-TZVPD) results for an isolated molecule of C5H13NO at a distorted geometry.

Computed properties:
SMILES: CCN(C)CCO
HOMO energy, Eh: -0.3167
LUMO, hartree: 0.0380
Gap between HOMO and LUMO, eV: 9.65

Each line ends with the Mulliken charge.
Atoms and positions in Å:
C1 -1.21 0.82 -1.61  -1.14
H1 -1.54 -2.27 -0.24  0.33
H2 -2.67 -1.06 -0.68  0.31
N1 -0.37 0.07 -0.67  -0.02
C2 1.96 -0.13 0.23  -0.48
H3 1.34 1.08 -1.36  0.48
H4 1.49 -1.11 0.19  0.33
C3 -1.02 -0.35 0.55  -0.48
H5 -2.72 -1.56 1.04  0.42
H6 -1.56 0.50 1.00  0.39
C4 0.88 0.81 -0.40  -0.82
H7 2.89 0.02 -0.29  0.31
H8 -2.16 1.20 -1.22  0.32
C5 -2.09 -1.43 0.17  -1.32
O1 2.14 0.10 1.63  -0.55
H9 0.69 1.74 0.14  0.43
H10 -0.70 1.73 -1.91  0.45
H11 -0.42 -0.81 1.33  0.42
H12 -1.50 0.18 -2.44  0.30
H13 1.37 0.52 2.05  0.32